[1]
Below is a single C4H5NO2 molecule, with properties calculated with ωB97M-V/def2-TZVPD.

The geometry in ORCA input format:
```
! RIJCOSX wB97M-V def2-TZVPD def2/J DEFGRID3
* xyz 0 1
O -0.007 -2.615 0.480
C -0.149 -1.410 0.160
O 0.314 -1.133 -1.069
C 0.197 0.425 -1.275
C -0.139 1.111 0.090
N 0.626 0.640 1.355
C -0.547 -0.151 0.915
H -0.667 0.505 -1.917
H 1.222 0.803 -1.731
H -0.914 1.967 0.398
H 1.599 0.177 1.181
H -1.535 -0.319 1.412
*
```

SMILES   O=C1OC[C@@H]2N[C@H]12
Total energy   -9811.2464 eV
Relative energy (zero: lowest compared OMol25 entry of this formula, charge and spin)   3.068 eV

[2]
Below is 2 unconnected molecules or ions with the total composition C34H57FN3O10P3S2, with properties calculated with ωB97M-V/def2-TZVPD.

The geometry in ORCA input format:
```
! RIJCOSX wB97M-V def2-TZVPD def2/J DEFGRID3
* xyz 0 1
C 5.937 -1.986 0.455
C 5.352 -1.042 -0.793
O 5.266 0.386 -0.454
C 4.171 1.070 -1.157
O 4.243 1.152 -2.488
C 2.825 1.722 -0.409
C 3.177 1.972 1.169
C 1.898 2.058 2.180
C 0.633 1.086 1.826
C -0.868 1.825 1.842
N -1.056 3.319 2.146
C -2.226 0.955 1.555
N -3.618 1.602 1.546
C -2.068 -0.641 1.233
C -0.620 -1.469 1.162
C 0.737 -0.552 1.501
C 2.243 -1.267 1.530
C 2.930 -1.058 3.041
C 2.979 -2.476 3.901
C 1.436 -2.775 4.377
O 0.935 -3.976 3.691
C 1.305 -5.131 4.523
N -0.619 -2.940 0.852
C -1.363 -3.311 -0.402
C -2.949 -2.807 -0.563
C -3.916 -3.164 -1.837
P -5.711 -2.516 -1.803
S -6.596 -3.369 -0.245
C -3.270 -4.085 -3.029
F -4.151 -4.455 -4.167
C -1.681 -4.605 -2.964
C -1.187 -5.528 -4.225
C -1.463 -7.161 -4.006
C -1.052 -7.722 -2.532
C 0.506 -8.280 -2.548
O 0.621 -9.740 -2.416
C 1.205 -9.921 -1.047
C -0.735 -4.220 -1.660
P 1.062 -4.794 -1.463
O 1.957 -3.310 -1.071
O 1.812 -5.362 -2.912
S -3.598 -1.730 0.877
H 5.367 -3.022 0.537
H 5.832 -1.441 1.506
H 7.075 -2.247 0.333
H 4.344 -1.542 -1.115
H 6.121 -1.222 -1.685
H 2.673 2.775 -0.931
H 1.960 0.963 -0.620
H 3.732 3.027 1.229
H 3.936 1.196 1.637
H 1.584 3.207 2.235
H 2.301 1.801 3.270
H -1.457 3.410 3.108
H -1.723 3.748 1.464
H -4.251 1.114 0.873
H -3.553 2.591 1.176
H 2.963 -0.833 0.700
H 2.211 -2.426 1.370
H 3.983 -0.556 2.958
H 2.189 -0.352 3.648
H 3.455 -3.296 3.216
H 3.605 -2.231 4.873
H 1.440 -2.853 5.553
H 0.701 -1.881 4.087
H 2.461 -5.304 4.584
H 0.818 -6.088 4.021
H 0.779 -4.986 5.569
H 0.310 -3.397 0.949
H -5.703 -1.077 -1.730
H -6.440 -2.952 -2.968
H -0.116 -5.292 -4.634
H -1.918 -5.249 -5.130
H -1.030 -7.814 -4.897
H -2.649 -7.271 -4.093
H -1.726 -8.689 -2.337
H -1.258 -7.007 -1.631
H 1.060 -7.679 -1.680
H 1.009 -7.935 -3.564
H 0.379 -9.494 -0.302
H 1.447 -11.062 -0.847
H 2.234 -9.351 -0.921
H 1.309 -2.557 -1.313
H 1.958 -4.568 -3.507
C 0.278 7.113 -2.356
C 0.187 6.850 -0.865
O -0.460 7.914 -0.194
P -2.099 8.066 -0.379
O -2.449 6.964 0.651
O -2.301 9.333 0.686
C -3.202 9.210 1.778
C -2.467 8.764 3.032
O -1.709 9.298 -1.530
C -2.747 9.581 -2.457
C -3.973 10.168 -1.784
H -0.714 7.098 -2.816
H 0.891 6.351 -2.848
H 0.712 8.098 -2.552
H -0.336 5.907 -0.668
H 1.194 6.764 -0.448
H -4.025 8.533 1.529
H -3.648 10.194 1.952
H -1.826 7.899 2.851
H -3.175 8.515 3.828
H -1.810 9.566 3.389
H -3.002 8.665 -2.999
H -2.349 10.298 -3.182
H -4.453 9.432 -1.132
H -4.709 10.487 -2.530
H -3.705 11.027 -1.161
*
```

SMILES   CCOC(=O)CCCc1c(N)c(N)c2c(c1CCCCOC)Nc1c(c([PH2]=S)c(F)c(CCCCOC)c1P(O)O)S2.CCOP(=O)(OCC)OCC
Total energy   -113356.1558 eV

[3]
Below is a gas-phase ion, C26H30NO4S2 (charge +1), with properties calculated with ωB97M-V/def2-TZVPD.

The geometry in ORCA input format:
```
! RIJCOSX wB97M-V def2-TZVPD def2/J DEFGRID3
* xyz 1 1
O -1.399 1.921 0.043
C -0.725 1.117 0.618
O -1.131 -0.147 0.840
C -2.459 -0.434 0.413
C -2.560 -0.528 -1.119
N -2.683 -1.940 -1.552
C -2.625 -2.056 -3.041
C -1.257 -2.031 -3.727
C -0.520 -0.692 -3.767
O 0.047 -0.402 -2.500
C 1.201 0.390 -2.543
C 1.125 1.729 -2.193
C 2.280 2.492 -2.189
C 3.493 1.927 -2.541
C 3.558 0.591 -2.898
C 2.413 -0.184 -2.901
C -1.608 -2.725 -0.895
C -1.876 -2.842 0.609
C -2.893 -1.774 1.006
C -4.239 -2.128 0.378
C -4.003 -2.460 -1.101
C 0.643 1.400 1.245
O 0.977 2.699 0.842
C 0.420 1.312 2.738
C 0.292 0.208 3.526
C 0.075 0.537 4.881
C 0.036 1.877 5.094
S 0.255 2.775 3.649
C 1.696 0.409 0.815
C 3.023 0.668 0.663
C 3.773 -0.471 0.291
C 3.009 -1.582 0.173
S 1.353 -1.255 0.506
H -3.103 0.382 0.766
H -3.423 0.030 -1.484
H -1.649 -0.111 -1.555
H -3.244 -1.255 -3.453
H -3.091 -3.012 -3.297
H -1.450 -2.316 -4.764
H -0.591 -2.782 -3.303
H -1.202 0.118 -4.066
H 0.276 -0.756 -4.518
H 0.182 2.166 -1.908
H 2.220 3.532 -1.907
H 4.390 2.528 -2.540
H 4.502 0.146 -3.173
H 2.454 -1.230 -3.169
H -0.668 -2.198 -1.066
H -1.565 -3.711 -1.360
H -0.945 -2.692 1.151
H -2.269 -3.825 0.869
H -2.970 -1.699 2.091
H -4.677 -2.987 0.885
H -4.932 -1.294 0.487
H -4.006 -3.540 -1.260
H -4.783 -2.021 -1.725
H 1.690 3.038 1.396
H 0.358 -0.799 3.157
H -0.039 -0.195 5.660
H -0.107 2.401 6.018
H 3.463 1.639 0.800
H 4.835 -0.452 0.127
H 3.306 -2.578 -0.086
*
```

SMILES   O=C(O[C@H]1C[N@+]2(CCCOc3ccccc3)CC[C@H]1CC2)C(O)(c1cccs1)c1cccs1
Total energy   -58793.4533 eV

| no. | orbital gap (eV) |
| --- | --- |
| 1 | 10.96 |
| 2 | 5.74 |
| 3 | 8.69 |